A 6-piece molecular cluster, C20H45FN2O15P2S6 overall in a non-equilibrium geometry, computed with ωB97M-V/def2-TZVPD.

Summary:
SMILES string: N=P(O)(O)N([PH2]=O)S(=O)(=O)F.O=S1(=O)CCCC1.O=S1(=O)CCCC1.O=S1(=O)CCCC1.O=S1(=O)CCCC1.O=S1(=O)CCCC1
Kohn-Sham gap, Eh: 0.34553
HOMO energy, eV: -8.869

Cartesian coordinates (Å):
N1 0.65 -1.89 -1.82
P1 2.05 -2.48 -1.55
O1 2.37 -3.76 -2.44
O2 2.20 -2.87 -0.03
N2 3.18 -1.22 -2.03
P2 2.56 0.43 -1.69
O3 3.44 1.47 -2.26
S1 4.73 -1.48 -1.54
O4 4.76 -2.69 -0.81
O5 5.32 -0.32 -0.99
F1 5.47 -1.75 -2.89
H1 0.13 -2.42 -2.52
H2 3.07 -3.53 -3.07
H3 2.64 -2.23 0.55
H4 1.33 0.42 -2.33
H5 2.35 0.49 -0.32
O6 4.05 -2.45 2.32
S2 5.38 -2.46 2.88
O7 6.15 -1.25 2.98
C1 5.30 -3.25 4.48
C2 5.52 -4.73 4.18
C3 6.65 -4.79 3.14
C4 6.34 -3.74 2.06
H6 4.34 -3.04 4.95
H7 6.11 -2.85 5.09
H8 5.77 -5.29 5.08
H9 4.61 -5.16 3.75
H10 7.60 -4.55 3.63
H11 6.75 -5.78 2.70
H12 7.24 -3.29 1.65
H13 5.73 -4.15 1.26
O8 -1.02 1.79 -1.55
S3 -0.65 1.68 -0.16
O9 0.74 1.74 0.23
C5 -1.59 2.86 0.79
C6 -2.86 2.11 1.18
C7 -2.40 0.70 1.60
C8 -1.41 0.21 0.53
H14 -1.78 3.75 0.18
H15 -1.00 3.12 1.67
H16 -3.39 2.62 1.97
H17 -3.53 2.04 0.31
H18 -1.91 0.76 2.57
H19 -3.24 0.02 1.70
H20 -0.64 -0.43 0.95
H21 -1.91 -0.32 -0.28
O10 -2.98 7.85 -0.90
S4 -2.31 6.64 -1.32
O11 -2.65 5.37 -0.74
C9 -2.39 6.53 -3.10
C10 -1.15 7.27 -3.58
C11 -0.01 6.83 -2.66
C12 -0.53 6.90 -1.22
H22 -3.33 6.97 -3.44
H23 -2.35 5.48 -3.36
H24 -0.94 7.05 -4.63
H25 -1.31 8.35 -3.49
H26 0.27 5.80 -2.89
H27 0.88 7.45 -2.78
H28 -0.10 6.14 -0.58
H29 -0.37 7.89 -0.78
O12 -6.01 5.49 -0.90
S5 -5.70 5.38 0.50
O13 -4.34 5.39 0.97
C13 -6.65 6.62 1.39
C14 -7.96 5.92 1.72
C15 -7.59 4.50 2.18
C16 -6.57 3.95 1.17
H30 -6.76 7.50 0.77
H31 -6.09 6.86 2.30
H32 -8.52 6.46 2.48
H33 -8.59 5.86 0.82
H34 -7.14 4.55 3.17
H35 -8.46 3.86 2.24
H36 -5.84 3.29 1.64
H37 -7.05 3.44 0.34
O14 2.71 -6.76 -0.42
S6 1.58 -6.87 -1.31
O15 1.07 -5.73 -2.02
C17 1.90 -8.20 -2.47
C18 1.37 -9.45 -1.78
C19 0.03 -9.04 -1.15
C20 0.24 -7.71 -0.44
H38 2.97 -8.24 -2.69
H39 1.34 -7.98 -3.38
H40 1.26 -10.28 -2.48
H41 2.06 -9.76 -0.99
H42 -0.72 -8.93 -1.94
H43 -0.34 -9.80 -0.46
H44 -0.64 -7.07 -0.47
H45 0.56 -7.85 0.60

---

A 2-piece molecular cluster, C20H45FN3O3S2 overall in a non-equilibrium geometry, computed with ωB97M-V/def2-TZVPD.

Summary:
Total charge: +1
Kohn-Sham gap, Eh: 0.27594
HOMO energy, eV: -9.871

Cartesian coordinates (Å):
C1 -5.97 4.10 -2.53
C2 -4.37 4.03 -3.00
S1 -3.70 2.29 -3.15
C3 -2.76 1.74 -1.62
C4 -1.68 2.89 -1.06
O1 -1.05 3.46 -2.26
C5 -0.32 4.70 -1.99
S2 -1.43 6.22 -1.77
C6 -0.64 2.26 0.04
C7 0.83 1.85 -0.54
C8 0.84 0.90 -1.87
N1 1.31 1.70 -3.11
C9 -1.32 1.04 0.96
O2 -1.17 -0.30 0.32
O3 -1.93 -1.11 1.01
N2 -0.36 3.40 1.04
C10 -1.49 3.60 2.01
C11 -1.44 5.19 2.51
F1 -0.03 5.59 2.70
H1 -6.31 5.20 -2.77
H2 -5.93 3.97 -1.34
H3 -6.61 3.27 -3.05
H4 -4.19 4.62 -4.00
H5 -3.77 4.57 -2.14
H6 -3.57 1.61 -0.75
H7 -2.27 0.71 -1.83
H8 -2.38 3.75 -0.62
H9 0.47 4.65 -1.13
H10 0.30 4.93 -2.98
H11 -0.64 7.07 -0.93
H12 1.54 2.78 -0.78
H13 1.39 1.25 0.32
H14 -0.14 0.29 -2.06
H15 1.70 0.09 -1.70
H16 1.06 1.20 -3.99
H17 2.37 1.81 -3.07
H18 -2.49 1.18 1.10
H19 -0.76 0.92 2.02
H20 -2.43 -1.64 0.30
H21 0.57 3.27 1.51
H22 -2.57 3.46 1.54
H23 -1.32 2.96 2.99
H24 -2.04 5.90 1.79
H25 -1.96 5.23 3.56
C12 2.69 -7.37 1.31
C13 1.76 -6.70 0.30
C14 2.28 -5.38 -0.27
N3 1.94 -4.10 0.56
C15 2.77 -2.96 -0.08
C16 2.73 -1.67 0.74
C17 3.17 -1.92 2.18
C18 2.29 -2.98 2.82
C19 2.32 -4.28 2.03
C20 0.45 -3.80 0.41
H26 2.60 -6.93 2.31
H27 2.45 -8.43 1.40
H28 3.74 -7.29 1.00
H29 0.76 -6.62 0.72
H30 1.68 -7.40 -0.55
H31 1.86 -5.21 -1.26
H32 3.37 -5.41 -0.37
H33 3.81 -3.31 -0.15
H34 2.39 -2.79 -1.09
H35 3.40 -0.94 0.28
H36 1.73 -1.23 0.72
H37 3.11 -0.99 2.75
H38 4.22 -2.24 2.20
H39 1.27 -2.61 2.91
H40 2.65 -3.17 3.84
H41 1.61 -4.99 2.47
H42 3.33 -4.70 2.05
H43 -0.13 -4.62 0.84
H44 0.22 -3.69 -0.66
H45 0.21 -2.87 0.93

---

A 10-piece molecular cluster, C20H45N5O5S5 overall in a non-equilibrium geometry, computed with ωB97M-V/def2-TZVPD.

Summary:
Kohn-Sham gap, Eh: 0.31646
HOMO energy, eV: -8.690

Cartesian coordinates (Å):
C1 3.78 1.82 -3.58
C2 4.83 2.83 -3.54
N1 5.63 3.63 -3.48
H1 2.87 2.23 -4.02
H2 3.50 1.57 -2.56
H3 4.07 0.92 -4.12
C3 -4.31 -2.34 -3.85
C4 -3.47 -2.15 -2.67
N2 -2.88 -1.94 -1.71
H4 -4.09 -3.29 -4.35
H5 -4.07 -1.59 -4.61
H6 -5.34 -2.28 -3.54
C5 0.18 -0.68 0.62
C6 0.89 -0.40 -0.61
N3 1.53 -0.21 -1.56
H7 -0.79 -1.17 0.51
H8 0.09 0.23 1.21
H9 0.74 -1.47 1.14
C7 -0.48 -2.41 4.40
C8 -0.50 -1.19 5.17
N4 -0.46 -0.27 5.86
H10 -1.47 -2.83 4.25
H11 0.08 -3.15 4.96
H12 -0.10 -2.28 3.39
C9 -2.71 2.68 3.08
C10 -2.40 1.28 2.86
N5 -2.10 0.21 2.66
H13 -3.78 2.83 3.20
H14 -2.35 3.26 2.23
H15 -2.25 3.00 4.01
C11 -0.77 -5.33 1.13
S1 -1.77 -5.89 2.51
O1 -1.02 -5.61 3.75
C12 -3.08 -4.69 2.39
H16 -1.24 -5.72 0.23
H17 0.20 -5.78 1.26
H18 -0.78 -4.25 1.02
H19 -2.79 -3.69 2.68
H20 -3.87 -5.04 3.06
H21 -3.51 -4.71 1.39
C13 1.43 2.30 4.16
S2 1.30 3.21 2.62
O2 0.38 2.47 1.72
C14 0.42 4.61 3.30
H22 2.26 1.60 4.10
H23 0.50 1.79 4.39
H24 1.64 3.05 4.93
H25 1.06 5.11 4.02
H26 -0.46 4.24 3.83
H27 0.10 5.29 2.51
C15 -1.86 2.16 -0.99
S3 -2.16 3.03 -2.53
O3 -2.52 4.43 -2.22
C16 -0.45 3.00 -3.09
H28 -1.78 1.10 -1.23
H29 -2.75 2.33 -0.38
H30 -1.04 2.60 -0.43
H31 0.21 3.36 -2.30
H32 -0.38 3.60 -3.99
H33 -0.26 1.94 -3.27
C17 4.03 -0.94 1.52
S4 4.41 0.69 2.11
O4 5.87 0.88 2.05
C18 3.69 1.59 0.72
H34 2.94 -1.03 1.42
H35 4.32 -1.69 2.26
H36 4.52 -1.16 0.57
H37 2.63 1.32 0.65
H38 4.24 1.28 -0.17
H39 3.86 2.64 0.94
C19 0.20 -1.66 -6.37
S5 0.69 -0.64 -4.98
O5 0.55 0.74 -5.51
C20 -0.74 -0.93 -3.96
H40 -0.69 -1.24 -6.84
H41 -0.02 -2.66 -5.99
H42 0.99 -1.67 -7.12
H43 -1.64 -0.68 -4.53
H44 -0.70 -0.23 -3.13
H45 -0.77 -1.95 -3.59

---

A 3-piece molecular cluster, C20H45NO4P overall in a non-equilibrium geometry, computed with ωB97M-V/def2-TZVPD.

Summary:
Multiplicity: 2
Kohn-Sham gap (alpha / beta), Eh: 0.10331 / 0.26931
HOMO energy (alpha / beta), eV: -2.936 / -7.453

Cartesian coordinates (Å):
C1 0.02 -1.46 -5.21
C2 -0.07 0.00 -4.66
O1 -1.05 0.72 -4.69
N1 1.22 0.72 -4.32
H1 1.00 1.64 -3.95
H2 1.71 0.43 -3.48
C3 2.14 0.96 -5.55
H3 -0.09 -1.29 -6.28
H4 -0.71 -2.03 -4.63
H5 0.93 -1.94 -4.86
H6 1.65 1.61 -6.28
H7 2.41 -0.04 -5.89
H8 2.93 1.44 -4.97
C4 4.64 0.90 0.89
C5 3.13 1.36 0.90
C6 2.16 0.15 1.35
C7 0.82 0.78 1.62
P1 -0.68 -0.24 1.80
C8 -1.98 0.67 2.75
C9 -2.21 2.14 2.52
C10 -3.21 2.73 3.45
C11 -2.92 2.61 4.94
C12 -1.27 -0.67 0.10
C13 -1.75 0.54 -0.71
C14 -3.29 0.52 -0.58
C15 -3.93 1.84 -1.11
C16 -0.49 -1.86 2.69
C17 0.83 -2.71 2.50
C18 1.10 -3.14 1.03
C19 0.04 -4.09 0.48
H9 4.74 -0.10 0.47
H10 5.13 0.95 1.86
H11 5.07 1.58 0.16
H12 2.75 1.73 -0.05
H13 3.03 2.22 1.57
H14 2.52 -0.43 2.20
H15 2.10 -0.61 0.57
H16 0.63 1.49 0.81
H17 0.81 1.37 2.53
H18 -1.84 0.42 3.80
H19 -2.79 -0.01 2.48
H20 -2.36 2.27 1.45
H21 -1.33 2.77 2.68
H22 -4.27 2.60 3.22
H23 -3.12 3.81 3.32
H24 -3.54 3.34 5.44
H25 -1.90 2.92 5.18
H26 -3.03 1.61 5.36
H27 -2.02 -1.43 0.31
H28 -0.59 -1.27 -0.52
H29 -1.40 0.56 -1.74
H30 -1.37 1.48 -0.32
H31 -3.71 0.21 0.37
H32 -3.79 -0.24 -1.18
H33 -3.70 2.78 -0.61
H34 -5.01 1.77 -1.28
H35 -3.65 1.94 -2.16
H36 -1.35 -2.50 2.49
H37 -0.34 -1.56 3.73
H38 0.93 -3.63 3.08
H39 1.76 -2.18 2.70
H40 1.87 -3.90 1.07
H41 1.43 -2.37 0.33
H42 -0.91 -3.56 0.57
H43 0.00 -5.01 1.05
H44 0.04 -4.22 -0.60
O2 4.04 -1.85 -1.49
C20 3.06 -1.55 -2.37
O3 2.31 -0.67 -1.86
O4 2.95 -1.89 -3.54
H45 3.80 -1.11 -0.93

---

Number 1: DFT total energy -5198.8774 hartree. Number 2: DFT total energy -2074.6940 hartree. Number 3: DFT total energy -3429.7623 hartree. Number 4: DFT total energy -1485.9150 hartree.